Entry from OMol25: 4 unconnected molecules or ions with the total composition CH9NO2 (ωB97M-V/def2-TZVPD).

Last column: Mulliken charge in e.
Atoms and positions in Å:
C: -1.517 -0.328 -0.838  -0.871
N: -0.526 0.796 -0.823  -0.543
H: -1.293 -0.927 0.050  0.372
H: -2.520 0.066 -0.569  0.314
H: -1.700 -1.019 -1.675  0.306
H: 0.589 -0.505 -1.089  0.199
H: -0.711 1.478 -1.613  0.185
H: 0.674 1.276 0.288  0.487
H: 1.009 1.770 1.718  0.312
O: 1.400 1.335 0.973  -0.774
H: 1.426 -0.526 1.196  0.337
H: 1.606 -1.995 0.811  0.312
O: 1.563 -1.422 1.573  -0.635

energy relative to the best compared isomer or geometry (same formula, charge and spin) = 3.805 eV
Kohn-Sham gap = 9.3 eV
E_LUMO = -1.266 eV
highest occupied orbital energy = -10.54 eV